Density functional theory data (the ωB97M-V functional and the def2-TZVPD basis) for a structure of composition C43H58F4N3NaOP.

LUMO ... 0.0736 hartree
2S+1 ... 1
Net charge ... -1
ΔE to the lowest compared entry with this formula, charge and spin ... 0.000 eV
Energy ... -2816.05861 a.u.
HOMO ... -3.3 eV

The geometry in XYZ format:
```
111
Properties=species:S:1:pos:R:3:mulliken_charge:R:1
Na -1.44506 -0.34405 0.02294 1.47
C -0.13714 -3.37198 -2.63277 -1.46
C 0.13154 -3.41467 -1.13206 -0.15
N -0.98006 -2.95080 -0.31029 1.31
C -0.74785 -3.29264 1.09995 -1.11
C 0.50773 -2.67183 1.70053 -0.48
C -2.29675 -3.43198 -0.73696 -1.44
C -3.02698 -2.59588 -1.81267 -1.26
N -2.76392 -1.18511 -1.62587 0.60
C -3.58604 -0.27554 -2.11992 -0.15
C -3.36299 1.10518 -1.79495 -0.06
F -2.31695 1.39619 -0.95872 -0.29
C -4.11255 2.14893 -2.26018 0.08
F -3.77556 3.40302 -1.88055 -0.35
C -5.20224 1.96545 -3.09759 -0.75
C -5.45981 0.64860 -3.43800 0.30
F -6.49621 0.38580 -4.26744 -0.35
C -4.71106 -0.41617 -2.99504 0.41
F -5.04725 -1.64667 -3.47241 -0.37
H 0.80378 -3.48947 -3.17778 0.45
H -0.58712 -2.41897 -2.91727 0.18
H -0.81038 -4.17012 -2.94936 0.41
H 0.99816 -2.78234 -0.91336 -0.21
H 0.41434 -4.44460 -0.84439 0.38
H -0.70665 -4.39289 1.21826 0.44
H -1.60136 -2.92334 1.66876 0.23
H 1.42657 -3.04870 1.23853 0.45
H 0.54601 -2.90807 2.76755 0.44
H 0.46794 -1.58324 1.60625 -0.34
H -2.92478 -3.42661 0.15559 0.71
H -2.24780 -4.48166 -1.07589 0.25
H -4.08774 -2.84420 -1.69851 0.56
H -2.74900 -2.94319 -2.81679 0.37
H -5.81010 2.78441 -3.44985 0.48
O 0.51961 0.41568 -0.00479 -1.04
P 1.44489 1.26442 -0.82833 0.13
C 3.01879 0.33237 -0.92973 0.91
C 4.25408 0.95693 -1.57871 0.40
C 5.37080 -0.08165 -1.70276 -0.81
C 5.72435 -0.68752 -0.34594 -0.90
C 4.48762 -1.27223 0.33532 -0.67
C 3.37401 -0.23314 0.45620 0.07
C 1.49970 2.94737 -0.10202 0.11
C 1.30215 2.94392 1.43267 -0.53
C 2.57282 3.15622 2.24864 -0.30
C 3.33804 4.37888 1.75786 -1.15
C 3.75893 4.16299 0.30979 -0.51
C 2.55682 3.94946 -0.61581 -0.98
C 0.61691 1.50200 -2.45682 1.38
C 0.62612 0.19938 -3.27716 -0.03
C 1.80025 0.11294 -4.25757 -0.16
C 1.88172 1.35056 -5.15426 -1.12
C 1.98901 2.62705 -4.31966 -0.48
C 0.81307 2.73171 -3.35364 -1.40
H 2.70096 -0.52201 -1.54138 0.50
H 4.60991 1.78171 -0.95858 -0.12
H 4.03074 1.36700 -2.56061 -0.52
H 6.25396 0.37315 -2.15887 0.44
H 5.03833 -0.88025 -2.37719 0.35
H 6.14821 0.09490 0.29519 0.30
H 6.49450 -1.45282 -0.46607 0.47
H 4.74285 -1.65471 1.32615 0.46
H 4.11902 -2.12393 -0.24872 0.32
H 3.72395 0.58197 1.09861 -0.22
H 2.48982 -0.66144 0.92575 -0.52
H 0.52769 3.25938 -0.50466 0.60
H 0.79607 2.02198 1.72381 -0.37
H 0.61270 3.75745 1.68085 0.70
H 3.22866 2.28271 2.18085 0.00
H 2.30062 3.26181 3.30107 0.49
H 4.21325 4.56679 2.38346 0.47
H 2.69446 5.26442 1.82646 0.38
H 4.42549 3.29867 0.27710 0.01
H 4.33491 5.01418 -0.06128 0.49
H 2.91762 3.66013 -1.60607 0.10
H 2.06297 4.91808 -0.74243 0.48
H -0.38596 1.59807 -2.02361 -0.69
H -0.30978 0.15246 -3.84361 0.96
H 0.60653 -0.65965 -2.60382 -0.85
H 1.69671 -0.78842 -4.86567 0.52
H 2.74500 0.01691 -3.71399 -0.35
H 0.97485 1.40757 -5.76820 0.41
H 2.72797 1.26883 -5.84165 0.50
H 2.01337 3.50516 -4.96892 0.42
H 2.92972 2.62288 -3.76594 0.02
H -0.09907 2.81141 -3.95602 0.55
H 0.85968 3.64892 -2.76529 0.44
N -2.21361 -0.47237 1.95612 -0.69
C -2.59678 -0.74055 3.11682 -1.36
C -1.58803 -1.03009 4.23099 1.01
C -1.76150 -2.06043 5.15338 -0.26
C -0.74767 -2.40637 6.04479 -0.83
C 0.44958 -1.70553 6.04605 -0.44
C 0.62672 -0.65973 5.14259 -0.49
C -0.37750 -0.33699 4.24287 -0.20
C -4.06488 -0.86382 3.50954 0.27
C -4.53072 -0.55005 4.78452 -0.11
C -5.89014 -0.59004 5.08166 -0.84
C -6.80489 -0.96117 4.10657 -0.33
C -6.34993 -1.28187 2.82964 -0.69
C -4.99552 -1.22563 2.53658 -0.39
H -2.69804 -2.60794 5.16186 0.47
H -0.89284 -3.22818 6.73724 0.38
H 1.23853 -1.97114 6.73991 0.36
H 1.55917 -0.10525 5.13616 0.38
H -0.24053 0.43770 3.49503 0.32
H -3.81894 -0.26563 5.55257 0.43
H -6.23633 -0.32565 6.07462 0.36
H -7.86399 -0.99302 4.33466 0.36
H -7.05806 -1.56588 2.05938 0.39
H -4.62219 -1.42385 1.53668 0.52
```